--- w ---
The following is a DFT calculation (the ωB97M-V functional and the def2-TZVPD basis) of an isolated molecule of C3H4N2OS.

Cartesian coordinates (Å):
O -0.6936 -0.6222 2.6778
N -1.1013 -0.6248 1.3327
C -0.2357 -0.1339 0.5415
C -0.4316 -0.2739 -0.9136
C 0.5862 0.6139 -1.5371
N 1.5517 1.1172 -0.8922
S 1.3959 0.6609 0.7859
H 0.2028 -0.1138 2.8267
H -1.5184 -0.0811 -1.2463
H -0.1559 -1.4703 -1.0202
H 0.4000 0.9281 -2.5552

Calculated values
SMILES = O/N=C1/CC=NS1
total charge = 0
HOMO = -9.1 eV
LUMO = 0.436 eV
Kohn-Sham gap = 0.350 hartree

These are the natural (NBO) partial charges, in e, on atoms 1 to 2: number 1, O, carries -0.5515; number 2, N, carries -0.1064

--- x ---
The following is a DFT calculation (the ωB97M-V functional and the def2-TZVPD basis) of a structure of composition C3H4N2OS.

Cartesian coordinates (Å):
C 2.1696 0.6931 0.7678
C -1.1205 -0.5460 -0.0093
C -1.2780 0.7956 -0.0405
H 1.7865 2.0357 0.6905
H 3.4448 0.6544 0.5529
H 1.8287 -0.0325 1.8976
H 0.2772 -2.1112 0.4101
N 0.0579 -1.0884 -0.0636
N -1.7822 1.8974 -0.2447
O -2.2074 -1.0120 0.3943
S 1.4853 -0.2356 -0.5535

Calculated values
total charge = 0
HOMO = -9.8 eV
LUMO = -0.317 eV
Kohn-Sham gap = 0.350 hartree

These are the natural (NBO) partial charges, in e, on atoms 1 to 2: number 1, C, carries -0.8854; number 2, C, carries 0.5007

The winner here is w, beating the second structure by 173.3 kJ/mol.

--- w ---
The following is a DFT calculation (the ωB97M-V functional and the def2-TZVPD basis) of an isolated molecule of C3H4N2OS.

Cartesian coordinates (Å):
C -1.0268 0.0005 -0.0138
C 1.4735 0.1793 -0.0055
C -2.4360 0.1595 -0.0109
N 0.1364 0.0159 -0.0220
N 2.4864 -0.6976 0.0187
O 2.6515 -1.9683 0.0001
S 1.7755 1.8557 0.0050
H -2.9233 -0.8132 0.0606
H -2.7560 0.6477 -0.9320
H -2.7409 0.7693 0.8431
H 3.3597 -0.1489 0.0567

Calculated values
total charge = 0
HOMO (spin up / spin down) = -7.4 / -7.0 eV
LUMO (spin up / spin down) = -0.676 / -0.510 eV
Kohn-Sham gap (spin up / spin down) = 0.248 / 0.237 hartree

These are the natural (NBO) partial charges, in e, on atoms 1 to 2: number 1, C, carries 0.5566; number 2, C, carries 0.0416

--- x ---
The following is a DFT calculation (the ωB97M-V functional and the def2-TZVPD basis) of a structure of composition C3H4N2OS.

Cartesian coordinates (Å):
C -1.0831 0.4967 0.6418
C 0.3124 0.1784 0.1633
C 2.0611 -0.8793 -0.1830
H -3.3854 0.5163 -0.9827
H -1.3770 0.0903 1.6989
H -1.4428 1.5202 0.7014
H 2.7460 -1.6562 -0.3414
N 1.1364 1.0111 -0.5091
N 2.2115 0.2981 -0.8340
O 0.7857 -1.0647 0.3269
S -1.9648 -0.5109 -0.6822

Calculated values
total charge = 0
HOMO = -9.3 eV
LUMO = -0.355 eV
Kohn-Sham gap = 0.329 hartree

These are the natural (NBO) partial charges, in e, on atoms 1 to 2: number 1, C, carries -0.5593; number 2, C, carries 0.4293

--- y ---
The following is a DFT calculation (the ωB97M-V functional and the def2-TZVPD basis) of an isolated molecule of C3H4N2OS.

Cartesian coordinates (Å):
N -2.5969 -0.8588 -0.0460
C -1.5889 0.0573 -0.1662
N -1.2746 1.3694 -0.1961
C 0.1552 1.3137 0.2397
C 0.6679 0.0508 0.3745
S 2.3238 -0.3016 -0.2176
O -0.3912 -0.7196 0.1454
H -3.6528 -0.5541 -0.2718
H -2.4338 -1.7938 0.3724
H 0.9498 2.1844 0.4582
H 2.7807 -1.3582 0.7654

Calculated values
SMILES = Nc1ncc(S)o1
total charge = 0
HOMO = -8.3 eV
LUMO = 0.612 eV
Kohn-Sham gap = 0.328 hartree

These are the natural (NBO) partial charges, in e, on atoms 1 to 2: number 1, N, carries -0.8439; number 2, C, carries 0.6592

--- z ---
The following is a DFT calculation (the ωB97M-V functional and the def2-TZVPD basis) of an isolated molecule of C3H4N2OS.

Cartesian coordinates (Å):
C 1.0010 -0.1997 -0.1927
C 1.6557 -1.5166 -0.0897
C -0.3417 -0.0736 -0.3888
N -1.1612 -1.1638 -0.5018
N -2.7628 0.3428 0.6225
O 1.1314 -2.5007 0.3296
S -2.6544 -0.9979 -0.1785
H 1.5797 0.7416 -0.2602
H 2.6957 -1.7451 -0.4468
H -0.7658 0.9029 -0.5901
H -3.7178 0.6343 1.0143

Calculated values
total charge = 0
HOMO (spin up / spin down) = -9.0 / -9.0 eV
LUMO (spin up / spin down) = -1.098 / -1.096 eV
Kohn-Sham gap (spin up / spin down) = 0.291 / 0.291 hartree

These are the natural (NBO) partial charges, in e, on atoms 1 to 2: number 1, C, carries -0.3483; number 2, C, carries 0.3726

The winner here is y, beating the second structure by 27.5 kJ/mol.

--- w ---
The following is a DFT calculation (the ωB97M-V functional and the def2-TZVPD basis) of a cluster of 2 separate species, C3H4N2OS in total.

Cartesian coordinates (Å):
C 0.5178 1.6543 -1.5404
C -2.5599 -0.3626 0.5002
C 1.2206 -0.6357 0.7998
N 0.4809 0.6349 -0.8828
N 0.1953 -0.1169 0.0398
O -2.1451 -0.4069 1.5618
S -3.0742 -0.2835 -0.9450
H 0.8316 1.8394 -2.5371
H 2.0296 -0.9264 0.1464
H 1.5635 0.0764 1.4232
H 0.9400 -1.4729 1.4341

Calculated values
total charge = 0
HOMO = -8.6 eV
LUMO = 0.558 eV
Kohn-Sham gap = 0.337 hartree

These are the natural (NBO) partial charges, in e, on atoms 1 to 2: number 1, C, carries -0.0719; number 2, C, carries 0.4497

--- x ---
The following is a DFT calculation (the ωB97M-V functional and the def2-TZVPD basis) of an isolated molecule of C3H4N2OS.

Cartesian coordinates (Å):
O -1.9966 -1.0776 -0.0005
C -0.8605 -0.3506 -0.0018
C -0.5756 0.9664 0.0074
N 0.8224 1.0355 -0.0046
C 1.3967 -0.1872 -0.0008
S 3.0193 -0.5620 0.0014
N 0.3393 -1.0490 -0.0009
H -2.7366 -0.4628 0.0022
H -1.2002 1.8350 0.0024
H 1.3547 1.8904 -0.0071
H 0.4372 -2.0381 0.0023

Calculated values
SMILES = Oc1c[nH]c(=S)[nH]1
total charge = 0
HOMO = -7.5 eV
LUMO = 0.326 eV
Kohn-Sham gap = 0.288 hartree

These are the natural (NBO) partial charges, in e, on atoms 1 to 2: number 1, O, carries -0.6480; number 2, C, carries 0.4256

--- y ---
The following is a DFT calculation (the ωB97M-V functional and the def2-TZVPD basis) of an isolated molecule of C3H4N2OS.

Cartesian coordinates (Å):
H -0.1374 2.7534 0.4432
N 0.5760 1.9099 -0.0306
C 0.0100 0.8445 0.1016
O -1.3390 0.4710 -0.2027
C -1.5430 -0.8396 0.0317
C -0.3075 -1.4306 0.0607
N 0.6298 -0.4087 0.1438
S 2.4225 -0.4592 -0.0334
H -2.5657 -1.1016 0.0964
H -0.3242 -2.6883 -0.2688
H 2.5785 0.9490 -0.3419

Calculated values
SMILES = [H]/N=c1\occn1S
total charge = 0
HOMO = -8.0 eV
LUMO = 0.587 eV
Kohn-Sham gap = 0.316 hartree

These are the natural (NBO) partial charges, in e, on atoms 1 to 2: number 1, H, carries 0.3815; number 2, N, carries -0.7746

The winner here is x, beating the second structure by 333.1 kJ/mol.

--- w ---
The following is a DFT calculation (the ωB97M-V functional and the def2-TZVPD basis) of a cluster of 3 separate species, C6H17NO2 in total.

Cartesian coordinates (Å):
C -2.0600 -1.7619 -0.9431
C -0.6174 -2.3215 -0.9338
C 0.2252 -1.8080 0.2481
C 0.4569 -0.3140 0.2281
C 1.5425 0.2115 0.8103
N 1.8140 1.5334 1.0352
C 0.8910 2.5811 0.6229
H -2.1274 -0.8449 -0.3503
H -2.4337 -1.6368 -1.9461
H -2.6805 -2.4645 -0.4049
H -0.0702 -2.2039 -1.8718
H -0.7113 -3.3942 -0.7785
H 1.1585 -2.3639 0.2386
H -0.3325 -2.0715 1.1444
H -0.2587 0.2420 -0.3523
H 2.2597 -0.4536 1.2613
H 2.6707 1.8607 1.4418
H 1.3987 3.5466 0.5369
H 0.2150 2.7674 1.4533
H 0.4380 2.4206 -0.3546
O 1.1623 1.2353 -2.9638
H 1.4762 1.5198 -2.1005
H 0.3155 0.8084 -2.8019
O -1.8063 1.2764 2.3820
H -0.9520 1.3155 1.9344
H -1.9743 0.3199 2.4644

Calculated values
SMILES = CCC/C=C/NC.O.O
total charge = 0
HOMO = -8.0 eV
LUMO = 0.680 eV
Kohn-Sham gap = 0.319 hartree

These are the natural (NBO) partial charges, in e, on atoms 1 to 2: number 1, C, carries -0.6206; number 2, C, carries -0.3909

--- x ---
The following is a DFT calculation (the ωB97M-V functional and the def2-TZVPD basis) of a cluster of 3 separate species, C6H17NO2 in total.

Cartesian coordinates (Å):
C 0.7495 -2.1361 -1.8658
C -0.2900 -2.3263 -0.7596
C -0.9489 -0.9279 -0.2934
C -0.3441 -0.4015 0.9699
C -1.3414 -0.2786 2.0977
C 0.9275 0.0966 1.1681
N 1.4186 0.6638 2.3763
H 1.6959 -1.8038 -1.4503
H 0.8425 -3.0633 -2.3740
H 0.4785 -1.4779 -2.6375
H 0.2386 -2.8615 0.0117
H -1.0154 -3.0893 -1.0107
H -0.7277 -0.2113 -1.1225
H -2.0167 -0.8397 -0.4444
H -1.0733 0.5416 2.7525
H -1.4575 -1.3049 2.5632
H -2.2098 -0.1594 1.6371
H 1.5560 0.1181 0.2695
H 0.8349 0.3730 3.1345
H 2.4413 0.6441 2.5665
O 0.7195 1.3973 -2.1557
H 0.1429 2.1237 -2.2765
H 0.8419 1.5541 -3.1569
O -0.9412 3.0178 -0.6556
H -0.0247 3.0466 -0.3633
H -1.2196 2.2861 -0.1444

Calculated values
SMILES = CCC/C(C)=C/N.O.O
total charge = 0
HOMO = -7.6 eV
LUMO = 0.694 eV
Kohn-Sham gap = 0.304 hartree

These are the natural (NBO) partial charges, in e, on atoms 1 to 2: number 1, C, carries -0.6025; number 2, C, carries -0.3867

The winner here is w, beating the second structure by 104.0 kJ/mol.

--- w ---
The following is a DFT calculation (the ωB97M-V functional and the def2-TZVPD basis) of a cluster of 2 separate species, C3H5O3 in total.

Cartesian coordinates (Å):
O 0.2590 2.0687 -1.7350
C 0.0879 1.0830 -1.0416
C -1.1842 0.3008 -0.9089
H 0.8625 0.8027 -0.3110
H -1.7346 0.7451 -0.0781
H -0.8989 -0.7037 -0.5900
H -1.7565 0.3252 -1.8364
O 0.9411 0.0544 1.9022
C 1.0984 -1.1556 1.6051
O 0.9062 -1.7298 0.5126
H 1.4192 -1.7909 2.4812

Calculated values
total charge = -1
HOMO = -4.3 eV
LUMO = 4.162 eV
Kohn-Sham gap = 0.310 hartree

These are the natural (NBO) partial charges, in e, on atoms 1 to 2: number 1, O, carries -0.5980; number 2, C, carries 0.4446

--- x ---
The following is a DFT calculation (the ωB97M-V functional and the def2-TZVPD basis) of a cluster of 2 separate species, C3H5O3 in total.

Cartesian coordinates (Å):
O -0.6462 -1.0397 -2.1153
C -0.7627 -0.7573 -0.9672
C -0.2903 -1.5455 0.1925
H -1.5091 0.0170 -0.7065
H 0.2463 -0.9250 0.8452
H 0.2515 -2.4160 -0.0602
H -1.1840 -2.0008 0.7519
O -0.1006 1.5359 0.1390
C 0.9935 2.1457 0.4724
O 2.1277 2.0285 0.0076
H 0.8739 2.9572 1.4407

Calculated values
total charge = -1
HOMO = -4.3 eV
LUMO = 4.113 eV
Kohn-Sham gap = 0.307 hartree

These are the natural (NBO) partial charges, in e, on atoms 1 to 2: number 1, O, carries -0.5803; number 2, C, carries 0.4844

The winner here is w, beating the second structure by 61.2 kJ/mol.

--- w ---
The following is a DFT calculation (the ωB97M-V functional and the def2-TZVPD basis) of a cluster of 2 separate species, C5H4 in total.

Cartesian coordinates (Å):
C 0.7464 -0.6990 0.0530
C 0.8699 0.9286 0.0535
C -0.3021 0.1087 -0.2915
C -2.3380 -0.1987 0.5632
C 1.9244 -0.0525 0.5400
H -2.0743 0.7223 1.2427
H -3.0417 0.1319 -0.1535
H 2.0279 -0.0975 1.6104
H 2.8982 -0.0232 0.0271

Calculated values
total charge = 0
HOMO = -7.9 eV
LUMO = -0.922 eV
Kohn-Sham gap = 0.256 hartree

These are the Löwdin partial charges, in e, on atoms 1 to 2: number 1, C, carries 0.0135; number 2, C, carries 0.1214

--- x ---
The following is a DFT calculation (the ωB97M-V functional and the def2-TZVPD basis) of a cluster of 2 separate species, C5H4 in total.

Cartesian coordinates (Å):
C 1.2202 -0.0150 -1.2957
C 1.1786 -0.2488 0.0727
C 2.3894 -0.1943 -0.4579
H 0.4125 -0.2377 0.9309
H 3.4123 -0.4557 -0.2509
C -2.5578 -0.1461 0.4917
C -1.7189 0.6252 0.0781
H -3.3166 -0.5213 1.0230
H -1.0196 1.1935 -0.5919

Calculated values
SMILES = C1=CC=1.C#C
total charge = 0
HOMO = -9.3 eV
LUMO = 0.914 eV
Kohn-Sham gap = 0.375 hartree

These are the natural (NBO) partial charges, in e, on atoms 1 to 2: number 1, C, carries -0.0950; number 2, C, carries -0.2257

--- y ---
The following is a DFT calculation (the ωB97M-V functional and the def2-TZVPD basis) of an isolated molecule of C5H4.

Cartesian coordinates (Å):
C -1.3187 -0.3476 0.2117
C -0.5320 1.5999 -1.0786
C -0.2204 0.5296 -0.3760
C 1.1635 0.2274 -0.1652
C 2.3186 -0.0387 0.0583
H -0.9386 -0.8352 1.1122
H -1.6216 -1.1160 -0.5037
H -2.1920 0.2499 0.4806
H 3.3412 -0.2693 0.2606

Calculated values
total charge = 0
HOMO = -9.6 eV
LUMO = -0.668 eV
Kohn-Sham gap = 0.327 hartree

These are the natural (NBO) partial charges, in e, on atoms 1 to 2: number 1, C, carries -0.5979; number 2, C, carries 0.3259

--- z ---
The following is a DFT calculation (the ωB97M-V functional and the def2-TZVPD basis) of an isolated molecule of C5H4.

Cartesian coordinates (Å):
C 2.4084 -0.6014 0.0889
C 1.3299 -0.0368 -0.1802
C 0.0015 0.7313 0.0380
C -1.1474 -0.2821 -0.0363
C -2.3573 -0.5371 -0.0162
H 3.5029 -1.0416 -0.0265
H -0.1769 1.4814 -0.7575
H -0.3029 1.4064 0.8503
H -3.2581 -1.1201 0.0395

Calculated values
SMILES = C#CCC#C
total charge = 0
HOMO = -10.0 eV
LUMO = 0.772 eV
Kohn-Sham gap = 0.394 hartree

These are the natural (NBO) partial charges, in e, on atoms 1 to 2: number 1, C, carries -0.2372; number 2, C, carries -0.0253

The winner here is z, beating the second structure by 47.5 kJ/mol.